Entry 1:
Formula: C10H23FN3O6
Source: the Open Molecules 2025 dataset
Level of theory: wB97M-V/def2-TZVPD

Properties
Gap between HOMO and LUMO   9.01 eV
HOMO level   -13.01 eV

```
! RIJCOSX wB97M-V def2-TZVPD def2/J DEFGRID3
* xyz 1 1
C -0.54 -0.93 2.12
C 0.58 -0.65 1.16
F 1.05 -1.85 0.62
C 0.21 0.28 -0.01
N -0.16 -0.48 -1.20
C 0.67 -0.95 -2.07
N 0.11 -1.62 -3.15
N 2.03 -0.78 -1.86
H -0.16 -1.56 2.92
H -1.37 -1.45 1.64
H -0.94 -0.02 2.55
H 1.42 -0.19 1.70
H 1.04 0.93 -0.27
H -0.63 0.93 0.24
H -1.13 -0.73 -1.32
H -0.16 -1.00 -3.91
H 0.71 -2.35 -3.49
H 2.46 -1.65 -1.55
H 2.50 -0.49 -2.72
C -7.39 -2.12 1.43
O -6.07 -2.13 1.99
C -5.25 -3.01 1.44
O -5.50 -3.76 0.53
O -4.06 -2.92 2.06
C -3.09 -3.85 1.57
H -7.94 -1.36 1.98
H -7.36 -1.87 0.37
H -7.87 -3.09 1.57
H -2.88 -3.67 0.52
H -3.41 -4.87 1.72
H -2.18 -3.67 2.15
C 3.95 2.03 -0.56
O 3.67 3.34 -1.05
C 4.60 4.25 -0.73
O 5.59 4.02 -0.09
O 4.23 5.41 -1.24
C 5.15 6.49 -0.97
H 3.13 1.40 -0.89
H 4.89 1.65 -0.98
H 4.01 2.02 0.52
H 6.12 6.28 -1.40
H 5.24 6.65 0.10
H 4.71 7.37 -1.44
*
```

***

Entry 2:
Formula: C10H23N3S
Source: the Open Molecules 2025 dataset
Level of theory: wB97M-V/def2-TZVPD

Properties
Relative energy (zero: lowest compared OMol25 entry of this formula, charge and spin)   43.6 kJ/mol
Gap between HOMO and LUMO   9.19 eV
HOMO level   -15.16 eV

```
! RIJCOSX wB97M-V def2-TZVPD def2/J DEFGRID3
* xyz 2 1
C -2.09 0.17 0.91
C -1.83 -0.88 -0.96
C -2.94 -0.81 0.03
C 2.72 0.07 -0.44
C 1.04 -0.88 -0.72
C 1.02 0.37 1.33
C -1.02 0.19 -0.20
C 3.25 0.73 -1.67
C 1.60 -0.70 2.42
C -0.90 1.53 -0.94
N 0.23 -0.32 0.27
N 2.34 1.00 0.74
N -4.23 -0.22 -0.28
S 1.23 -2.65 -0.57
H -2.40 1.24 0.98
H -1.79 -0.16 1.92
H -1.26 -1.91 -1.02
H -2.24 -0.54 -1.91
H -3.12 -1.83 0.41
H 3.47 -0.58 0.05
H 1.02 -0.57 -1.79
H 0.40 1.13 1.87
H 2.48 1.23 -2.27
H 3.84 -0.06 -2.29
H 3.89 1.52 -1.43
H 2.56 -1.04 2.09
H 0.90 -1.51 2.35
H 1.48 -0.27 3.39
H -1.72 1.72 -1.59
H -0.10 1.45 -1.59
H -0.74 2.29 -0.31
H 3.09 1.09 1.46
H 2.33 1.91 0.10
H -4.84 -0.76 -0.97
H -3.98 0.75 -0.69
H -4.65 0.01 0.63
H 0.95 -2.69 0.68
*
```

***

Entry 3:
Formula: C10H23NSi
Source: the Open Molecules 2025 dataset
Level of theory: wB97M-V/def2-TZVPD

Properties
Relative energy (zero: lowest compared OMol25 entry of this formula, charge and spin)   0.0 kJ/mol
Gap between HOMO and LUMO (spin up / spin down)   5.96 / 8.12 eV
⟨S²⟩   2.01
HOMO level (spin up / spin down)   -5.00 / -9.21 eV

```
! RIJCOSX wB97M-V def2-TZVPD def2/J DEFGRID3
* xyz 0 3
C 0.57 1.00 -2.80
C 0.74 0.07 -1.64
C -1.65 -3.78 0.40
C -3.27 0.71 0.99
C 1.10 -1.51 1.27
C 3.51 2.23 -0.38
C -1.97 -2.37 -0.08
C -2.20 -0.09 0.26
C 1.56 -0.08 1.47
C 2.04 2.54 -0.10
N -2.12 -1.44 0.70
Si 1.17 0.86 -0.08
H 1.37 1.00 -3.51
H 0.54 2.10 -2.52
H 0.22 -0.92 -1.71
H -1.45 -4.48 -0.38
H -0.85 -3.71 1.13
H -2.60 -4.17 0.90
H -4.02 1.23 0.36
H -3.89 0.00 1.76
H -2.84 1.50 1.58
H 0.20 -1.64 1.86
H 0.76 -1.55 0.27
H 1.81 -2.29 1.52
H 3.59 1.69 -1.21
H 4.04 3.12 -0.59
H 3.82 1.71 0.53
H -0.30 0.73 -3.41
H -1.71 -2.06 -1.14
H -2.46 -0.10 -0.89
H -1.20 0.37 0.52
H 2.61 0.02 1.75
H 1.17 0.28 2.46
H 1.63 3.21 -0.98
H 1.85 3.24 0.70
*
```

***

Entry 4:
Formula: C10H23O4P
Source: the Open Molecules 2025 dataset
Level of theory: wB97M-V/def2-TZVPD

Properties
SMILES   CC(=O)OCCCCPO.CCOCC
Gap between HOMO and LUMO   8.53 eV
HOMO level   -7.94 eV

```
! RIJCOSX wB97M-V def2-TZVPD def2/J DEFGRID3
* xyz 0 1
C -0.25 -0.49 1.32
C -0.70 0.06 -0.20
O -1.26 -0.84 -1.02
O -0.40 1.47 -0.50
C -1.52 2.15 -1.16
C -2.40 3.12 -0.12
C -4.02 2.89 -0.22
C -4.61 1.93 0.98
P -4.35 0.10 0.35
O -5.92 -0.64 0.00
H 0.80 -0.01 1.53
H -0.10 -1.67 1.34
H -0.99 -0.16 2.16
H -2.21 1.46 -1.81
H -1.03 2.92 -1.93
H -1.97 2.92 0.96
H -2.21 4.27 -0.36
H -4.29 2.39 -1.26
H -4.61 3.92 -0.12
H -3.92 2.07 1.92
H -5.74 2.14 1.25
H -3.69 0.11 -0.93
H -5.73 -1.36 -0.70
C 2.66 -2.24 -1.30
C 3.76 -1.20 -1.15
O 3.90 -0.72 0.19
C 4.26 -1.68 1.17
C 5.60 -2.35 0.92
H 1.72 -1.87 -0.89
H 2.52 -2.50 -2.35
H 2.91 -3.16 -0.76
H 3.50 -0.33 -1.76
H 4.71 -1.57 -1.52
H 3.46 -2.42 1.28
H 4.31 -1.14 2.13
H 5.57 -2.96 0.01
H 5.87 -2.99 1.75
H 6.38 -1.60 0.77
*
```

***

Entry 5:
Formula: C10H24ClI2N2P2Ti
Source: the Open Molecules 2025 dataset
Level of theory: wB97M-V/def2-TZVPD

Properties
Relative energy (zero: lowest compared OMol25 entry of this formula, charge and spin)   0.0 kJ/mol
Gap between HOMO and LUMO (spin up / spin down)   7.41 / 6.00 eV
⟨S²⟩   0.75
HOMO level (spin up / spin down)   -15.70 / -15.68 eV

```
! RIJCOSX wB97M-V def2-TZVPD def2/J DEFGRID3
* xyz 2 2
I 0.24 -0.14 -3.26
I -0.03 3.75 -1.92
Ti -0.02 0.57 -0.65
P -2.54 1.24 -0.36
C -3.42 1.07 -1.94
C -3.33 -0.02 0.77
H -4.38 0.09 1.00
H -3.98 2.98 0.57
H -2.72 0.05 1.67
H -2.31 2.97 1.20
H -3.17 0.12 -2.45
H -3.14 -1.00 0.31
C -2.93 2.88 0.31
H -4.49 1.12 -1.68
H -2.63 3.63 -0.42
H -3.13 1.91 -2.61
P 2.56 1.18 -0.33
C 3.47 1.06 -1.90
C 2.95 2.84 0.35
H 2.79 0.05 1.69
H 4.42 0.02 0.98
H 3.16 -1.04 0.37
C 3.37 -0.05 0.78
H 2.34 2.93 1.24
H 4.01 2.96 0.60
H 4.54 1.09 -1.66
H 3.20 1.90 -2.57
H 2.64 3.60 -0.37
H 3.22 0.13 -2.44
Cl 0.03 1.25 1.60
C 0.09 -4.22 2.29
N -0.01 -3.35 1.15
C -0.24 -3.68 -0.18
C -0.29 -2.53 -0.90
N -0.16 -1.47 0.01
C 0.04 -1.99 1.22
H -0.03 -5.29 2.05
H 1.04 -4.15 2.84
H -0.74 -3.99 2.99
H -0.36 -4.69 -0.52
H -0.29 -2.34 -1.96
H 0.22 -1.43 2.12
*
```

***

Entry 6:
Formula: C10H24F2FeNO10S2
Source: the Open Molecules 2025 dataset
Level of theory: wB97M-V/def2-TZVPD

Properties
Gap between HOMO and LUMO (spin up / spin down)   2.88 / 2.83 eV
⟨S²⟩   8.76
HOMO level (spin up / spin down)   1.37 / 1.40 eV

```
! RIJCOSX wB97M-V def2-TZVPD def2/J DEFGRID3
* xyz -2 6
Fe -16.29 8.74 18.34
N -16.31 10.64 18.48
S -17.23 11.79 18.91
O -18.39 12.03 18.10
O -16.67 12.85 19.78
F -17.79 10.93 20.15
S -15.57 11.71 17.35
O -14.46 12.48 17.87
O -16.37 12.28 16.23
F -14.74 10.54 16.59
C -14.11 7.03 16.77
O -14.87 7.50 17.58
O -14.02 7.27 15.62
O -13.15 6.25 16.92
C -14.74 8.71 22.52
C -15.08 9.60 21.37
C -13.86 10.34 20.85
O -15.39 8.58 20.37
H -15.45 7.90 22.73
H -14.71 9.30 23.43
H -13.80 8.17 22.41
H -15.95 10.20 21.63
H -13.59 11.13 21.56
H -13.92 10.67 19.81
H -13.02 9.65 20.79
H -14.85 7.81 20.58
C -19.16 6.53 17.81
C -18.74 6.99 19.27
C -17.94 5.91 19.94
O -18.05 8.16 19.30
H -18.25 6.41 17.22
H -19.82 7.34 17.49
H -19.80 5.65 17.85
H -19.66 7.05 19.85
H -17.59 6.17 20.94
H -17.03 5.82 19.35
H -18.49 4.97 19.93
H -18.35 8.56 20.12
C -17.18 7.47 14.75
C -16.99 8.81 15.24
C -17.66 9.86 14.39
O -17.48 8.95 16.57
H -16.80 7.48 13.73
H -18.18 7.05 14.68
H -16.52 6.90 15.39
H -15.95 9.16 15.25
H -17.05 10.23 13.56
H -17.80 10.77 14.96
H -18.66 9.54 14.11
H -18.40 9.10 16.36
*
```

***

Entry 7:
Formula: C10H24MnO6
Source: the Open Molecules 2025 dataset
Level of theory: wB97M-V/def2-TZVPD

Properties
Relative energy (zero: lowest compared OMol25 entry of this formula, charge and spin)   44.6 kJ/mol
Gap between HOMO and LUMO (spin up / spin down)   6.66 / 6.83 eV
⟨S²⟩   8.75
HOMO level (spin up / spin down)   -6.29 / -6.46 eV

```
! RIJCOSX wB97M-V def2-TZVPD def2/J DEFGRID3
* xyz 0 6
Mn -0.21 0.48 0.08
O -0.92 1.88 -1.30
C -1.19 3.05 -0.55
C -0.54 3.14 0.89
O -0.38 1.92 1.54
H -2.29 3.08 -0.44
H -0.94 3.95 -1.13
H -1.09 3.85 1.52
H 0.43 3.64 0.71
C 2.79 1.73 0.31
O 1.77 0.92 -0.30
C 2.11 0.47 -1.59
C 1.46 -0.88 -1.91
O 0.08 -0.92 -1.57
C -0.54 -2.07 -2.10
H 3.67 1.11 0.50
H 2.35 2.05 1.25
H 2.98 2.60 -0.31
H 3.19 0.32 -1.73
H 1.80 1.18 -2.36
H 1.96 -1.72 -1.41
H 1.60 -1.01 -2.99
H -1.62 -1.97 -1.96
H -0.23 -2.98 -1.57
H -0.41 -2.11 -3.19
C -3.29 -0.04 0.33
O -1.97 -0.53 0.53
C -1.93 -1.82 1.11
C -0.60 -2.02 1.80
O 0.49 -1.44 1.06
C 1.73 -1.72 1.67
H -3.94 -0.71 -0.23
H -3.20 0.89 -0.24
H -3.72 0.22 1.29
H -2.10 -2.60 0.36
H -2.69 -1.97 1.88
H -0.38 -3.09 1.90
H -0.56 -1.62 2.82
H 1.78 -1.48 2.73
H 2.46 -1.06 1.19
H 2.08 -2.73 1.45
*
```

***

Entry 8:
Formula: C10H24N2Si
Source: the Open Molecules 2025 dataset
Level of theory: wB97M-V/def2-TZVPD

Properties
Relative energy (zero: lowest compared OMol25 entry of this formula, charge and spin)   111.1 kJ/mol
SMILES   [H]/N=C(/CC)[C@H](CC)[Si@@](C)(N)C(C)C
Gap between HOMO and LUMO   9.55 eV
HOMO level   -8.70 eV

```
! RIJCOSX wB97M-V def2-TZVPD def2/J DEFGRID3
* xyz 0 1
C -1.91 -0.04 -0.23
C -3.74 -1.89 0.46
C -1.68 3.02 -0.04
C 3.64 -0.64 -0.43
C 2.71 0.55 1.43
C 0.67 -2.17 0.32
C -2.68 -0.84 0.82
C -0.57 2.14 -0.62
C -0.65 0.71 0.09
C 2.56 0.43 -0.06
N -2.40 0.00 -1.40
N 0.64 -0.46 -2.27
Si 0.79 -0.45 -0.52
H -4.24 -1.40 -0.31
H -4.33 -2.04 1.32
H -3.33 -2.81 0.27
H -1.36 3.55 0.94
H -1.88 3.66 -0.86
H -2.66 2.51 0.20
H 3.53 -1.65 0.01
H 3.89 -0.94 -1.49
H 4.55 -0.21 -0.10
H 2.84 -0.40 1.77
H 1.87 1.03 1.86
H 3.47 1.24 1.60
H 1.15 -2.99 -0.36
H 1.09 -2.30 1.28
H -0.28 -2.56 0.50
H -2.06 -1.35 1.50
H -3.12 0.07 1.36
H -0.78 1.91 -1.72
H 0.29 2.71 -0.39
H -0.39 0.99 1.03
H 2.64 1.31 -0.53
H -2.09 0.64 -2.11
H -0.10 0.12 -2.66
H 0.83 -1.31 -2.75
*
```

***

Entry 9:
Formula: C10H24N4O2Zr
Source: the Open Molecules 2025 dataset
Level of theory: wB97M-V/def2-TZVPD

Properties
Gap between HOMO and LUMO   9.89 eV
HOMO level   -25.73 eV

```
! RIJCOSX wB97M-V def2-TZVPD def2/J DEFGRID3
* xyz 4 1
Zr -0.38 0.01 -0.25
C 1.67 -1.06 -1.80
C 2.89 -0.69 -0.91
N 2.60 0.23 0.27
C 2.51 1.74 0.08
C 1.63 2.30 -1.04
N 0.17 2.11 -0.75
C -0.85 2.38 -1.83
C -1.83 1.18 -2.03
C -2.94 0.76 -0.98
N -2.50 -0.19 0.11
C -2.76 -1.68 -0.13
C -1.75 -2.33 -1.09
N -0.33 -2.16 -0.57
C 0.80 -2.34 -1.56
H 2.17 -1.29 -2.76
H 1.11 -0.16 -2.15
H 3.65 -0.17 -1.49
H 3.34 -1.59 -0.50
H 3.34 0.08 0.99
H 3.55 2.02 -0.11
H 2.26 2.15 1.06
H 1.87 1.88 -2.02
H 1.88 3.36 -1.11
H -0.05 2.70 0.06
H -0.33 2.55 -2.78
H -1.40 3.29 -1.61
H -1.33 0.30 -2.49
H -2.43 1.49 -2.89
H -3.75 0.29 -1.54
H -3.36 1.66 -0.51
H -2.95 0.07 1.00
H -3.77 -1.82 -0.52
H -2.73 -2.16 0.85
H -1.80 -1.91 -2.10
H -2.02 -3.38 -1.19
H -0.19 -2.77 0.24
H 0.38 -2.63 -2.52
H 1.45 -3.16 -1.24
O 1.43 -0.44 0.89
O 0.49 0.45 1.49
*
```

***

Entry 10:
Formula: C10H24NO5
Source: the Open Molecules 2025 dataset
Level of theory: wB97M-V/def2-TZVPD

Properties
Relative energy (zero: lowest compared OMol25 entry of this formula, charge and spin)   0.0 kJ/mol
Gap between HOMO and LUMO   6.70 eV
HOMO level   -12.15 eV

```
! RIJCOSX wB97M-V def2-TZVPD def2/J DEFGRID3
* xyz 1 1
C 5.51 -0.79 0.58
C 5.42 0.27 -0.53
C 4.01 0.85 -0.75
O 2.97 -0.10 -0.53
C 2.36 -0.63 -1.65
O 0.96 -0.36 -1.58
C 0.57 0.81 -2.14
O 0.99 1.26 -3.17
O -0.43 1.38 -1.44
C -0.23 1.49 -0.02
C -1.48 2.06 0.62
C -2.69 1.11 0.74
C -3.00 0.25 -0.49
C -4.01 -0.87 -0.16
N -3.37 -2.20 -0.13
H 4.57 -0.91 1.11
H 5.79 -1.76 0.16
H 6.28 -0.54 1.30
H 5.82 -0.12 -1.47
H 6.06 1.11 -0.27
H 3.94 1.27 -1.75
H 3.85 1.67 -0.04
H 2.45 -1.72 -1.67
H 2.76 -0.22 -2.58
H 0.03 0.52 0.42
H 0.61 2.16 0.16
H -1.77 2.99 0.12
H -1.18 2.35 1.64
H -3.57 1.74 0.94
H -2.52 0.44 1.59
H -3.43 0.87 -1.28
H -2.11 -0.23 -0.87
H -4.43 -0.64 0.84
H -4.85 -0.87 -0.85
H -3.92 -2.89 -0.62
H -3.21 -2.53 0.81
O -4.53 -1.84 3.10
H -4.12 -1.95 3.99
H -4.88 -0.93 2.96
H -5.20 -2.52 2.92
*
```

***

Entry 11:
Formula: C10H25BClF3O7PS
Source: the Open Molecules 2025 dataset
Level of theory: wB97M-V/def2-TZVPD

Properties
Gap between HOMO and LUMO   7.69 eV
HOMO level   -5.09 eV

```
! RIJCOSX wB97M-V def2-TZVPD def2/J DEFGRID3
* xyz -1 1
O -0.72 -2.23 -1.25
S -0.97 -1.89 0.24
O -0.39 -3.06 1.12
B -0.36 -0.19 0.79
C -1.47 1.02 0.62
O -1.97 1.12 -0.77
O -3.03 1.91 -0.68
P 1.29 0.37 0.00
O 2.50 -0.77 0.61
Cl 1.30 0.19 -2.12
C -2.86 -2.01 0.49
F -3.31 -1.37 1.77
F -3.55 -1.43 -0.70
F -3.31 -3.45 0.59
H -0.16 -0.28 1.97
H -0.88 2.03 0.86
H -2.32 0.97 1.43
H -3.75 1.45 -0.14
H 2.92 -0.24 1.38
C -2.29 -1.41 -7.06
C -1.77 -2.22 -5.88
O -0.96 -1.47 -4.99
C -1.56 -0.34 -4.37
C -2.77 -0.70 -3.52
H -1.46 -0.98 -7.62
H -2.87 -2.05 -7.73
H -2.93 -0.59 -6.74
H -1.15 -3.04 -6.26
H -2.60 -2.69 -5.33
H -1.82 0.41 -5.12
H -0.80 0.11 -3.72
H -3.57 -1.13 -4.11
H -3.17 0.20 -3.03
H -2.50 -1.42 -2.75
C 5.23 1.65 3.99
C 3.98 2.50 3.87
O 2.78 1.73 3.81
C 2.50 0.90 4.94
C 2.36 1.67 6.24
H 5.30 0.94 3.16
H 6.13 2.29 3.99
H 5.25 1.07 4.92
H 4.03 3.07 2.93
H 3.92 3.24 4.68
H 3.26 0.11 5.02
H 1.55 0.39 4.73
H 3.29 2.18 6.51
H 2.11 0.99 7.06
H 1.58 2.43 6.15
*
```

***

Entry 12:
Formula: C10H25FInNOS
Source: the Open Molecules 2025 dataset
Level of theory: wB97M-V/def2-TZVPD

Properties
Gap between HOMO and LUMO   6.85 eV
HOMO level   -7.48 eV

```
! RIJCOSX wB97M-V def2-TZVPD def2/J DEFGRID3
* xyz 0 1
C -3.70 -4.24 1.19
C -3.38 -3.89 -0.31
C -1.94 -4.36 -0.75
C -1.18 -3.27 -1.64
C -0.09 -2.59 -0.74
In 0.90 -0.79 -1.65
S 2.35 0.23 0.18
C -0.48 0.86 -2.28
C -0.99 1.52 -0.96
F -0.35 2.78 -0.75
H -4.59 -3.64 1.50
H -3.98 -5.31 1.29
H -2.83 -4.05 1.87
H -4.13 -4.39 -0.97
H -3.44 -2.78 -0.41
H -1.36 -4.46 0.20
H -1.95 -5.37 -1.23
H -0.75 -3.84 -2.50
H -1.90 -2.53 -2.06
H 0.72 -3.33 -0.54
H -0.52 -2.33 0.26
H 1.96 -1.18 -3.03
H 1.99 -0.42 1.34
H -1.29 0.59 -2.99
H 0.14 1.62 -2.82
H -2.08 1.69 -0.93
H -0.63 0.89 -0.12
C 3.77 4.27 2.60
C 2.30 4.05 2.46
O 1.49 4.19 3.33
N 1.73 3.58 1.19
C 2.21 4.23 -0.06
H 3.99 4.56 3.62
H 4.30 3.33 2.38
H 4.11 5.05 1.92
H 1.92 2.56 1.15
H 0.72 3.68 1.34
H 1.69 3.74 -0.88
H 3.29 4.07 -0.16
H 1.98 5.29 -0.03
*
```